[1]
{"formula": "C51H81BrF2IN10O11", "method": "the ωB97M-V functional and the def2-TZVPD basis", "symbols": ["C", "C", "C", "C", "N", "C", "O", "F", "C", "O", "F", "C", "C", "C", "C", "C", "C", "C", "C", "O", "C", "I", "C", "C", "C", "O", "C", "C", "C", "C", "C", "C", "C", "N", "Br", "C", "C", "C", "C", "N", "C", "H", "H", "H", "H", "H", "H", "H", "H", "H", "H", "H", "H", "H", "H", "H", "H", "H", "H", "H", "H", "H", "H", "H", "H", "H", "H", "H", "H", "H", "H", "H", "H", "C", "C", "O", "N", "C", "H", "H", "H", "H", "H", "H", "H", "C", "C", "O", "N", "C", "H", "H", "H", "H", "H", "H", "H", "C", "C", "O", "N", "C", "H", "H", "H", "H", "H", "H", "H", "C", "C", "O", "N", "C", "H", "H", "H", "H", "H", "H", "H", "C", "C", "O", "N", "C", "H", "H", "H", "H", "H", "H", "H", "C", "C", "O", "N", "C", "H", "H", "H", "H", "H", "H", "H", "C", "C", "O", "N", "C", "H", "H", "H", "H", "H", "H", "H"], "positions_angstrom": [[4.79271, -0.76193, 1.78058], [3.65902, -0.40682, 1.84343], [2.23969, -0.04992, 1.81176], [1.38399, -0.78774, 0.75877], [1.94090, -0.55739, -0.55840], [2.66077, -1.59265, -1.21764], [2.13905, -2.49104, -1.78122], [3.98442, -1.46591, -1.21152], [2.44832, 0.72560, -0.92688], [3.42688, 1.29534, -0.60152], [1.69949, 1.26492, -1.91384], [1.22155, -2.27105, 1.18579], [2.47912, -3.15611, 1.35197], [2.23408, -4.54253, 0.76202], [1.25842, -5.38041, 1.25148], [1.05669, -6.58924, 0.65507], [1.79631, -6.98754, -0.42649], [2.79447, -6.16746, -0.91305], [2.98610, -4.95550, -0.30913], [0.71184, -2.21484, 2.53200], [-0.65768, -1.90015, 2.65841], [-1.16474, -1.13017, 4.61321], [-1.35507, -3.20302, 2.60493], [-2.03722, -4.16821, 2.44779], [-1.16551, -1.03711, 1.47078], [-2.23900, -0.20793, 1.76548], [-3.54141, -0.80102, 1.68308], [-4.36241, -0.45657, 0.41713], [-4.17652, -1.57390, -0.67350], [-4.02239, 0.90264, -0.19360], [-4.63004, 2.14921, 0.48658], [-4.81147, 3.20091, -0.63724], [-6.01177, 1.93975, 1.14068], [-0.11278, -0.22349, 0.69757], [-0.73791, -0.58217, -1.12891], [-0.23476, 1.20995, 1.01936], [-0.11975, 1.65732, 2.31827], [-0.24218, 2.97575, 2.64257], [-0.50704, 3.83141, 1.59359], [-0.63192, 3.46180, 0.33876], [-0.47839, 2.17670, 0.08290], [5.75937, -1.17849, 1.62884], [2.24359, 1.03459, 1.66814], [1.85841, -0.15709, 2.82756], [0.56616, -2.85184, 0.52718], [2.71568, -3.33053, 2.40112], [3.39343, -2.79860, 0.88806], [0.63137, -5.09235, 2.08605], [0.29569, -7.28125, 1.00022], [1.63890, -7.95101, -0.89209], [3.38494, -6.48041, -1.76220], [3.75322, -4.30672, -0.71773], [-2.76392, -4.92776, 2.27603], [-1.61092, -1.79473, 0.82916], [-4.10494, -0.38748, 2.52324], [-3.57291, -1.88196, 1.82327], [-5.40297, -0.55604, 0.72161], [-3.70097, -1.15675, -1.56085], [-3.55553, -2.39542, -0.30291], [-5.13032, -2.01352, -0.96403], [-4.36830, 0.89514, -1.23188], [-2.94097, 1.03685, -0.23626], [-3.90996, 2.60507, 1.17539], [-5.16210, 4.15626, -0.25974], [-5.58647, 2.80553, -1.30549], [-3.91424, 3.28650, -1.25838], [-5.85662, 1.63868, 2.18163], [-6.58097, 1.17580, 0.60988], [-6.55995, 2.88479, 1.12412], [0.10578, 0.96895, 3.12514], [-0.13347, 3.32397, 3.66769], [-0.62977, 4.88517, 1.82737], [-0.55983, 1.93393, -0.96966], [5.03946, -2.90961, -3.65430], [5.44101, -4.35811, -3.78069], [5.53527, -5.08739, -2.79891], [5.69253, -4.82441, -5.02253], [5.61914, -4.10226, -6.28600], [4.87368, -2.68731, -2.61541], [5.83315, -2.26156, -4.02728], [4.11618, -2.72436, -4.20639], [5.96006, -5.79620, -5.04298], [4.89824, -4.59493, -6.93570], [6.59244, -4.12810, -6.77076], [5.31627, -3.07033, -6.13495], [4.68764, 0.23345, -5.04061], [4.34537, -0.09945, -6.47256], [3.61712, -1.03812, -6.75808], [4.87823, 0.68178, -7.44646], [5.75779, 1.82854, -7.30216], [4.18993, -0.47735, -4.39083], [5.76441, 0.15687, -4.88386], [4.34498, 1.23791, -4.78698], [4.60802, 0.40210, -8.37660], [5.28305, 2.70573, -7.74403], [6.69222, 1.63621, -7.83130], [5.97616, 2.03087, -6.25936], [5.89226, -2.53289, -9.90682], [6.31622, -3.97063, -10.09993], [6.44174, -4.73860, -9.15847], [6.55616, -4.39119, -11.36800], [6.46091, -3.63316, -12.60233], [5.73774, -2.35247, -8.84619], [6.66715, -1.85495, -10.26831], [4.95665, -2.33684, -10.43211], [6.83392, -5.35865, -11.42304], [5.73394, -4.10795, -13.26294], [7.43170, -3.62976, -13.10029], [6.15468, -2.60981, -12.41534], [2.23489, 4.70421, 6.22333], [0.73103, 4.76064, 6.14315], [0.08914, 4.00170, 5.41910], [0.09348, 5.67944, 6.89883], [0.66957, 6.65594, 7.80941], [2.59269, 3.91998, 5.56300], [2.66965, 5.65234, 5.90584], [2.55429, 4.47549, 7.24023], [-0.90896, 5.65842, 6.79570], [0.27481, 6.48903, 8.81190], [0.38765, 7.65870, 7.48674], [1.75070, 6.58231, 7.83638], [-8.78083, 6.61902, 1.03988], [-7.37649, 6.07619, 1.11038], [-7.12215, 4.89567, 0.89164], [-6.38222, 6.93668, 1.42858], [-6.46576, 8.35967, 1.72827], [-9.45542, 5.81005, 0.77629], [-9.08188, 7.02427, 2.00632], [-8.85195, 7.39541, 0.27771], [-5.47297, 6.50237, 1.45394], [-5.84833, 8.90563, 1.01301], [-6.07567, 8.52115, 2.73216], [-7.48574, 8.72413, 1.67322], [-2.91874, -8.99618, 2.96893], [-2.15245, -7.73729, 3.28983], [-1.22478, -7.34651, 2.59429], [-2.52414, -7.03494, 4.39181], [-3.58883, -7.33456, 5.33418], [-2.50380, -9.43759, 2.06808], [-2.82874, -9.71596, 3.78300], [-3.97113, -8.76954, 2.79360], [-1.96798, -6.20802, 4.54765], [-4.29925, -6.50661, 5.35283], [-3.16493, -7.45044, 6.33240], [-4.11191, -8.24474, 5.06310], [-3.22179, 8.38573, 6.23114], [-4.23352, 7.86070, 5.24169], [-5.00860, 8.59936, 4.65540], [-4.26016, 6.51950, 5.01654], [-3.42827, 5.49009, 5.61171], [-3.32682, 9.46403, 6.29859], [-3.39484, 7.95606, 7.21885], [-2.20800, 8.15382, 5.89980], [-4.95987, 6.23762, 4.34662], [-2.88127, 4.96428, 4.82705], [-4.06038, 4.77101, 6.13484], [-2.71994, 5.91590, 6.31405]], "atomic_forces_ev_per_a": [[0.52, -0.29, -0.15], [-0.89, -0.39, -0.40], [0.27, 1.19, 0.97], [0.83, -0.13, 0.29], [1.18, 0.12, 0.28], [-0.72, -1.28, -0.81], [0.01, 0.27, 0.38], [-0.43, 0.79, 0.42], [0.64, 1.23, -0.67], [-0.38, -0.47, 0.47], [-0.16, -0.56, 0.33], [0.56, -0.51, 0.75], [0.27, -1.16, -0.71], [0.06, 0.84, 0.17], [-0.43, 0.53, 0.70], [-1.06, -1.49, -0.04], [0.65, -0.32, -0.61], [-0.23, -0.69, -0.37], [1.04, 0.72, -0.56], [-0.07, 0.87, 0.10], [0.43, -1.33, 0.05], [0.42, 0.16, -0.15], [-0.24, 1.17, -0.10], [-0.65, -0.25, -0.19], [-2.19, -0.73, 0.66], [1.02, 0.00, 0.11], [-1.82, 0.59, 0.09], [1.16, -1.23, -0.74], [0.18, 0.29, 0.40], [-0.66, 0.27, 0.56], [-0.29, 0.82, -1.06], [-0.09, -0.78, -0.21], [0.88, 0.15, 0.27], [-0.47, -0.25, -0.66], [-0.08, 0.01, 0.06], [0.11, 0.68, 0.15], [0.42, -1.36, 1.27], [-0.01, 0.06, -0.06], [-0.19, 1.15, 0.63], [0.12, 0.25, 0.02], [-0.20, -0.28, -1.75], [0.17, 0.17, 0.20], [-0.30, -0.08, -0.35], [-0.26, -0.35, -0.18], [-0.29, 0.44, -0.06], [-0.20, 0.66, 0.14], [-0.15, 0.40, -0.01], [0.06, -0.01, 0.10], [0.03, 0.35, 0.25], [-0.15, -0.05, 0.06], [0.18, 0.17, 0.00], [0.09, -0.01, 0.06], [0.31, -0.32, 0.07], [0.90, -0.05, -0.57], [0.39, 0.11, 0.16], [0.60, 0.00, 0.07], [0.01, 0.45, 0.15], [-0.04, -0.16, -0.09], [-0.01, -0.01, -0.11], [0.01, 0.10, -0.08], [-0.08, -0.04, 0.06], [0.00, -0.14, -0.05], [-0.12, -0.36, 0.35], [0.15, 0.08, -0.01], [-0.05, 0.20, 0.01], [0.08, 0.26, 0.21], [-0.35, -0.18, -0.03], [-0.09, 0.08, 0.03], [0.03, -0.31, 0.11], [-0.20, -0.06, -0.07], [-0.02, -0.10, -0.28], [-0.03, 0.05, -0.28], [-0.05, -0.10, 0.06], [0.05, -0.14, -0.19], [0.05, -0.29, 0.07], [-0.09, 0.12, 0.05], [-0.09, 0.28, 0.14], [0.16, -0.39, 0.23], [0.11, -0.19, 0.10], [-0.08, 0.02, -0.12], [0.09, 0.08, -0.12], [0.01, 0.01, -0.05], [0.03, 0.15, -0.15], [-0.07, 0.06, -0.15], [-0.08, -0.04, 0.05], [-0.03, 0.11, -0.01], [-0.15, -0.12, -0.15], [0.05, -0.03, 0.09], [0.05, 0.00, 0.25], [-0.16, -0.18, -0.40], [-0.04, -0.04, -0.07], [-0.01, 0.14, 0.09], [0.15, 0.05, 0.01], [0.00, 0.02, 0.00], [0.10, 0.10, 0.10], [0.08, 0.12, 0.10], [-0.03, -0.04, 0.01], [0.01, 0.01, 0.07], [0.04, -0.18, 0.06], [0.01, 0.08, -0.09], [-0.07, 0.23, 0.08], [0.12, -0.46, 0.05], [-0.01, -0.09, 0.01], [-0.08, 0.04, -0.09], [0.05, 0.09, -0.05], [0.00, 0.01, -0.02], [-0.02, 0.15, -0.08], [-0.05, 0.14, -0.09], [0.00, -0.01, 0.05], [-0.02, -0.07, -0.07], [-0.09, -0.07, -0.05], [0.07, 0.13, 0.25], [0.23, -0.04, -0.04], [-0.44, -0.05, -0.07], [-0.07, -0.01, -0.01], [0.06, 0.01, 0.12], [0.07, 0.11, 0.00], [0.10, -0.01, 0.06], [0.13, 0.07, 0.06], [0.13, 0.06, 0.08], [0.00, -0.04, -0.03], [-0.03, -0.08, -0.03], [0.14, -0.15, -0.03], [-0.16, 0.23, 0.05], [-0.29, 0.00, 0.00], [0.43, -0.22, 0.06], [0.07, -0.05, 0.00], [-0.01, 0.12, -0.06], [-0.03, 0.09, 0.10], [0.02, 0.05, -0.03], [-0.12, 0.15, 0.02], [-0.10, 0.23, -0.04], [-0.03, -0.10, -0.06], [0.05, 0.01, -0.05], [0.15, 0.00, 0.01], [-0.20, 0.05, 0.06], [-0.15, -0.12, -0.17], [0.29, 0.35, 0.03], [0.06, 0.07, 0.00], [-0.13, 0.00, 0.01], [-0.03, -0.09, 0.10], [0.03, -0.04, 0.07], [-0.12, -0.10, 0.06], [-0.13, -0.09, 0.04], [0.03, -0.01, -0.04], [-0.01, 0.04, 0.01], [-0.17, 0.00, -0.13], [0.12, 0.01, 0.10], [0.19, 0.18, 0.13], [-0.40, -0.12, -0.42], [-0.06, -0.01, -0.06], [0.10, -0.03, 0.01], [0.03, -0.05, 0.09], [-0.02, -0.05, 0.04], [0.15, -0.05, 0.16], [0.15, -0.05, 0.12], [-0.17, 0.09, -0.03]], "mulliken_charge": [-0.335, -1.856, 0.111, 0.546, 1.492, -0.074, -0.401, -0.312, 0.127, -0.380, -0.269, -0.107, -0.797, -0.129, -0.105, -0.722, -0.714, -0.922, -0.347, -0.316, -0.427, 0.074, -1.346, 0.591, -0.549, 0.040, -1.083, 1.026, -1.604, -1.190, 1.200, -1.525, -1.409, 0.397, 0.032, 0.745, 0.061, -1.486, -0.739, -0.753, -0.474, 0.494, 0.722, 0.731, 0.850, 0.528, 0.374, 0.636, 0.469, 0.428, 0.495, 0.499, 0.703, 1.042, 0.419, 0.306, 0.808, 0.298, 0.233, 0.416, 0.596, -0.267, 0.095, 0.208, 0.453, 0.340, 0.308, 0.296, 0.334, 0.054, 1.056, 0.485, 0.599, -0.501, 0.212, -0.722, -0.073, -0.461, -0.043, 0.441, 0.416, 0.264, 0.277, 0.320, -0.135, -1.049, 0.825, -0.660, -0.142, -0.849, -0.171, 0.388, 0.592, 0.242, 0.299, 0.273, 0.320, -0.724, 0.662, -0.618, -0.198, -0.838, -0.167, 0.387, 0.388, 0.242, 0.283, 0.285, 0.323, -1.436, 0.885, -0.654, -0.002, -1.005, 0.238, 0.403, 0.409, 0.071, 0.338, 0.294, 0.390, -1.430, 0.793, -0.605, -0.117, -0.761, 0.285, 0.386, 0.386, 0.199, 0.283, 0.226, 0.348, -1.468, 0.807, -0.535, -0.092, -0.944, 0.305, 0.386, 0.373, 0.208, 0.290, 0.320, 0.342, -1.244, 0.769, -0.672, -0.060, -0.252, 0.329, 0.346, 0.301, 0.134, 0.219, 0.303, -0.252], "e_above_lowest_ev": 0.000, "homo_lumo_gap_ev": 5.9, "lumo_energy_ev": -4.37, "charge": 1}

***

[2]
{"formula": "C3H5N3O", "method": "the ωB97M-V functional and the def2-TZVPD basis", "symbols": ["O", "C", "C", "N", "N", "C", "N", "H", "H", "H", "H", "H"], "positions_angstrom": [[-2.22463, 0.95592, 0.39709], [-1.72455, -0.18848, -0.23206], [-0.16874, -0.19098, -0.24285], [0.26192, 0.23250, -1.36512], [2.10231, 0.11720, -0.73500], [1.84939, -0.34530, 0.45860], [0.58517, -0.55065, 0.82394], [-2.23105, 1.68311, -0.23887], [-2.16956, -0.33798, -1.23064], [-1.95120, -1.05311, 0.38725], [3.11035, 0.23957, -0.94515], [2.63783, -0.57920, 1.18347]], "atomic_forces_ev_per_a": [[-0.10, 0.26, -0.03], [0.45, -0.50, 0.16], [-0.49, 0.27, -0.44], [3.28, -0.03, 0.57], [-1.27, -0.13, 0.13], [-0.58, -0.09, 0.12], [-0.10, 0.01, 0.01], [0.06, -0.14, 0.15], [0.48, 0.04, 0.29], [-0.32, 0.01, 0.08], [-1.24, 0.17, -0.70], [-0.17, 0.12, -0.34]], "mulliken_charge": [-0.499, -0.561, 0.867, -0.369, -0.366, -0.001, -0.641, 0.329, 0.322, 0.260, 0.246, 0.414], "e_above_lowest_ev": 3.631, "homo_lumo_gap_ev": 9.5, "lumo_energy_ev": -0.25}

***

Number 1: HOMO energy -10.26 eV, total energy -175191.4158 eV. Number 2: HOMO energy -9.73 eV, total energy -9706.9527 eV.